Here is the molecule C7H11NO at a distorted geometry from OMol25. Energies are from the ωB97M-V functional and the def2-TZVPD basis.

Output
Energy relative to the best compared isomer or geometry (same formula, charge and spin) in kcal/mol: 97.3
Lowest unoccupied orbital energy in eV: 0.9
Orbital gap in eV: 9.47
Total charge: 0

```
20
C7H11NO the ωB97M-V functional and the def2-TZVPD basis
C 2.446 -0.751 0.253
C 1.463 0.040 -0.198
O 1.154 1.311 0.337
C -0.069 1.885 -0.254
C -1.334 1.100 0.134
C -0.929 -0.380 0.118
N -0.601 -0.932 1.476
C -0.851 -1.585 -0.784
C 0.239 -0.559 -0.825
H 2.600 -1.680 -0.276
H 3.334 -0.374 0.795
H -0.068 2.910 0.020
H 0.090 1.959 -1.321
H -1.771 1.438 1.098
H -2.006 1.211 -0.730
H -1.534 -1.014 1.929
H -0.127 -0.241 1.955
H -1.291 -1.694 -1.724
H -0.788 -2.524 -0.161
H 0.042 -0.119 -1.844
```

Atom charges from the Löwdin analysis, given in e for atoms 1 to 5:
1 C 0.07
2 C -0.31
3 O -0.06
4 C -0.16
5 C -0.08